C3H5O2S | wB97M-V/def2-TZVPD

Properties
SMILES ... O=C([O-])CCS
HOMO ... -3.925 eV
Relative energy (zero: lowest compared OMol25 entry of this formula, charge and spin) ... 84.9 kJ/mol
E ... -18123.148 eV
F_max ... 0.1020 hartree/bohr
Frontier orbital gap ... 7.13 eV

Structure (ORCA input):
```
! RIJCOSX wB97M-V def2-TZVPD def2/J DEFGRID3
* xyz -1 1
O 1.553 0.808 1.505
C 1.435 1.043 0.210
O 1.741 1.950 -0.517
C 0.670 -0.154 -0.527
C -0.767 -0.169 0.077
S -1.717 -1.616 -0.295
H 1.126 -1.077 -0.305
H 0.718 0.068 -1.612
H -1.392 0.462 -0.479
H -0.908 0.206 1.121
H -2.458 -1.520 0.822
*
```

---

C3H5O2S | wB97M-V/def2-TZVPD

Properties
SMILES ... O=C([O-])CCS
HOMO ... -4.175 eV
Relative energy (zero: lowest compared OMol25 entry of this formula, charge and spin) ... 4.5 kJ/mol
E ... -18123.981 eV
F_max ... 0.0160 hartree/bohr
Frontier orbital gap ... 7.36 eV

Structure (ORCA input):
```
! RIJCOSX wB97M-V def2-TZVPD def2/J DEFGRID3
* xyz -1 1
O 1.912 -1.252 -0.128
C 1.677 -0.046 -0.364
O 2.453 0.845 -0.749
C 0.262 0.448 0.029
C -0.750 -0.667 0.093
S -2.462 -0.078 0.377
H -0.044 1.249 -0.633
H 0.339 0.894 1.020
H -0.459 -1.350 0.903
H -0.745 -1.267 -0.805
H -2.184 1.224 0.256
*
```

---

C3H5O3 | wB97M-V/def2-TZVPD

Properties
HOMO (alpha / beta) ... -10.027 / -9.718 eV
Relative energy (zero: lowest compared OMol25 entry of this formula, charge and spin) ... 216.8 kJ/mol
E ... -9329.996 eV
F_max ... 0.0843 hartree/bohr
Frontier orbital gap (alpha / beta) ... 10.76 / 5.75 eV

Structure (ORCA input):
```
! RIJCOSX wB97M-V def2-TZVPD def2/J DEFGRID3
* xyz 0 2
C -0.703 -1.087 -1.159
C -1.592 -0.019 -1.118
O -1.016 1.270 -0.998
H -1.142 -1.980 -0.780
H 0.263 -0.952 -1.615
H -2.457 -0.229 -0.487
H -0.357 0.995 -0.365
O 0.950 0.486 0.596
C 1.784 0.480 1.659
O 2.048 -0.409 2.428
H 2.222 1.446 1.840
*
```

---

C3H5O3 | wB97M-V/def2-TZVPD

Properties
HOMO (alpha / beta) ... -15.742 / -15.743 eV
Relative energy (zero: lowest compared OMol25 entry of this formula, charge and spin) ... 669.7 kJ/mol
E ... -9318.603 eV
F_max ... 0.0934 hartree/bohr
Frontier orbital gap (alpha / beta) ... 8.63 / 8.63 eV

Structure (ORCA input):
```
! RIJCOSX wB97M-V def2-TZVPD def2/J DEFGRID3
* xyz 1 1
C 1.160 -0.128 -0.806
C -0.057 0.477 -0.078
C -1.379 -0.217 0.065
O 0.736 0.445 1.460
O 1.655 -0.550 1.313
O 1.949 -0.726 -0.029
H 1.221 -0.019 -1.839
H -0.333 1.614 -0.238
H -2.025 0.398 -0.538
H -1.686 -0.110 1.044
H -1.242 -1.184 -0.352
*
```

---

C3H5O3P | wB97M-V/def2-TZVPD

Properties
SMILES ... O=CCCp1oo1
HOMO ... -9.546 eV
Relative energy (zero: lowest compared OMol25 entry of this formula, charge and spin) ... 517.0 kJ/mol
E ... -18618.820 eV
F_max ... 0.1014 hartree/bohr
Frontier orbital gap ... 9.88 eV

Structure (ORCA input):
```
! RIJCOSX wB97M-V def2-TZVPD def2/J DEFGRID3
* xyz 0 1
C 0.114 -1.643 -0.023
C 0.333 -0.261 -0.477
C -1.081 0.598 0.265
O -1.032 -1.986 0.110
O -3.440 -0.219 0.746
O -3.609 0.978 -0.113
P -2.537 -0.180 -0.538
H 0.863 -2.364 0.362
H 0.113 -0.252 -1.617
H 1.242 0.189 -0.423
H -0.918 1.713 -0.008
H -1.204 0.367 1.293
*
```

---

C3H5O3S2 | wB97M-V/def2-TZVPD

Properties
SMILES ... CC(=O)CS(=O)(=O)[S-]
HOMO ... -4.551 eV
Relative energy (zero: lowest compared OMol25 entry of this formula, charge and spin) ... 112.0 kJ/mol
E ... -31005.824 eV
F_max ... 0.0805 hartree/bohr
Frontier orbital gap ... 8.05 eV

Structure (ORCA input):
```
! RIJCOSX wB97M-V def2-TZVPD def2/J DEFGRID3
* xyz -1 1
C -0.276 1.238 0.167
C 0.944 1.248 -0.732
C -0.239 0.085 1.036
O -1.836 -1.305 -0.900
O -1.154 2.073 0.120
O -1.092 -2.637 1.033
S 0.845 -2.218 -0.953
S -0.765 -1.687 -0.008
H 1.736 1.934 -0.539
H 1.411 0.316 -0.628
H 0.597 1.415 -1.699
H 0.714 -0.420 1.140
H -0.886 -0.042 1.963
*
```

---

C3H5O3S2 | wB97M-V/def2-TZVPD

Properties
HOMO ... -3.830 eV
Relative energy (zero: lowest compared OMol25 entry of this formula, charge and spin) ... 200.7 kJ/mol
E ... -31004.903 eV
F_max ... 0.0675 hartree/bohr
Frontier orbital gap ... 7.16 eV

Structure (ORCA input):
```
! RIJCOSX wB97M-V def2-TZVPD def2/J DEFGRID3
* xyz -1 1
C -1.063 -1.001 -1.271
C 0.189 -0.261 -0.953
C -0.272 -0.105 1.300
O -2.123 -0.201 -1.505
O -1.241 -2.192 -1.450
O 0.303 1.076 -1.191
S 0.036 1.558 1.449
S 0.728 -1.401 1.958
H 1.114 -0.753 -1.293
H -1.437 -0.411 1.385
H 0.337 1.580 -0.132
H -1.802 0.700 -1.504
H 1.809 -0.848 1.523
*
```

---

C3H5O3V | wB97M-V/def2-TZVPD

Properties
HOMO (alpha / beta) ... -13.739 / -13.744 eV
Relative energy (zero: lowest compared OMol25 entry of this formula, charge and spin) ... 87.4 kJ/mol
E ... -35012.312 eV
F_max ... 0.1040 hartree/bohr
Frontier orbital gap (alpha / beta) ... 8.76 / 8.91 eV

Structure (ORCA input):
```
! RIJCOSX wB97M-V def2-TZVPD def2/J DEFGRID3
* xyz 1 4
O -0.060 -0.666 -0.617
C -0.903 -0.229 0.437
C 1.247 -0.105 -0.419
O -1.973 -0.821 0.523
O -0.196 0.322 1.378
C 1.066 0.769 0.829
H 1.514 0.477 -1.307
H 1.941 -0.937 -0.255
H 0.964 1.830 0.574
H 1.834 0.595 1.589
H -2.507 0.195 -1.628
V -2.927 -1.430 -1.105
*
```

---

C3H5O3Y | wB97M-V/def2-TZVPD

Properties
HOMO ... -18.896 eV
Relative energy (zero: lowest compared OMol25 entry of this formula, charge and spin) ... 28.8 kJ/mol
E ... -10358.601 eV
F_max ... 0.0656 hartree/bohr
Frontier orbital gap ... 7.66 eV

Structure (ORCA input):
```
! RIJCOSX wB97M-V def2-TZVPD def2/J DEFGRID3
* xyz 2 1
Y 2.875 0.414 0.540
O 1.965 -1.362 -0.097
O -0.203 -1.166 0.537
C -1.225 -0.200 0.339
C -0.454 1.099 0.051
O 0.817 0.628 -0.397
C 0.767 -0.959 -0.433
H -1.837 -0.485 -0.531
H -1.856 -0.151 1.232
H -0.347 1.720 0.948
H -0.928 1.692 -0.741
H 0.425 -1.230 -1.448
*
```

---

C3H5O4Sn | wB97M-V/def2-TZVPD

Properties
HOMO ... -13.956 eV
Relative energy (zero: lowest compared OMol25 entry of this formula, charge and spin) ... 0.0 kJ/mol
E ... -17204.648 eV
F_max ... 0.1571 hartree/bohr
Frontier orbital gap ... 9.16 eV

Structure (ORCA input):
```
! RIJCOSX wB97M-V def2-TZVPD def2/J DEFGRID3
* xyz 1 1
C 0.599 1.659 1.069
O 0.509 0.341 0.559
C 0.642 0.153 -0.878
H 0.254 2.399 0.334
H -0.043 1.724 1.954
H 1.646 1.874 1.321
H 1.631 0.538 -1.185
H -0.171 0.728 -1.358
Sn 0.397 -1.551 0.875
O 0.487 -1.192 -1.048
C -1.847 -2.197 -0.661
O -2.716 -2.219 -1.431
O -1.389 -2.256 0.449
*
```

---

C3H5O4Tl | wB97M-V/def2-TZVPD

Properties
HOMO (alpha / beta) ... -14.709 / -15.701 eV
Relative energy (zero: lowest compared OMol25 entry of this formula, charge and spin) ... 116.6 kJ/mol
E ... -16065.667 eV
F_max ... 0.1106 hartree/bohr
Frontier orbital gap (alpha / beta) ... 10.68 / 8.10 eV

Structure (ORCA input):
```
! RIJCOSX wB97M-V def2-TZVPD def2/J DEFGRID3
* xyz 1 2
O 0.889 -0.207 1.042
C -0.165 -0.419 0.267
C 2.053 -0.816 0.465
O -1.315 -0.150 0.630
O 0.090 -1.308 -0.685
C 1.470 -1.698 -0.645
Tl -2.010 1.532 -0.270
H 2.569 -1.382 1.246
H 2.704 -0.022 0.082
H 1.522 -2.768 -0.417
H 1.907 -1.497 -1.628
O -0.157 1.955 -0.432
H 0.425 1.692 -1.145
*
```

---

C3H5O6P | wB97M-V/def2-TZVPD

Properties
SMILES ... O=P(O)(O)O.C=C1OC1=O
HOMO ... -10.434 eV
Relative energy (zero: lowest compared OMol25 entry of this formula, charge and spin) ... 115.9 kJ/mol
E ... -24766.694 eV
F_max ... 0.0649 hartree/bohr
Frontier orbital gap ... 10.93 eV

Structure (ORCA input):
```
! RIJCOSX wB97M-V def2-TZVPD def2/J DEFGRID3
* xyz 0 1
C -0.069 -1.821 2.722
C 0.160 -1.948 1.453
C 0.665 -1.719 0.146
O 1.342 -1.317 -0.709
O -0.109 -2.830 0.358
O 1.289 1.464 -1.396
O -0.912 1.291 -2.670
O -0.620 3.090 -0.940
O -0.906 0.651 -0.196
P -0.289 1.538 -1.223
H 0.226 -0.944 3.369
H -0.551 -2.444 3.355
H 1.524 0.573 -1.217
H -1.853 0.962 -2.659
H 0.102 3.455 -0.395
*
```